Record 1
Molecular formula: C22H33N3O4
Method: DFT, the ωB97M-V functional and the def2-TZVPD basis

Structure (XYZ):
```
62
C22H33N3O4 (the ωB97M-V functional and the def2-TZVPD basis)
C 4.400 4.430 -0.582
O 3.960 3.113 -0.771
C 5.016 2.206 -0.994
C 4.441 0.805 -1.173
C 3.778 0.304 0.107
C 3.251 -1.130 0.005
C 2.817 -1.637 1.384
C 2.257 -3.061 1.274
N 1.149 -3.182 0.351
C -0.105 -2.636 0.840
C -1.247 -3.177 0.042
C -1.349 -4.475 -0.488
N -2.461 -4.625 -1.180
N -3.080 -3.452 -1.124
C -2.399 -2.532 -0.391
C -2.896 -1.181 -0.195
C -3.615 -0.545 -1.192
C -4.096 0.756 -1.031
O -4.788 1.210 -2.109
C -5.342 2.507 -2.144
C -3.844 1.439 0.164
O -4.335 2.716 0.366
C -3.369 3.727 0.581
C -3.136 0.777 1.189
O -2.969 1.487 2.344
C -2.311 0.872 3.424
C -2.666 -0.511 1.007
C 1.524 -2.690 -0.960
C 2.068 -1.254 -0.958
H 3.512 5.038 -0.422
H 4.942 4.800 -1.462
H 5.059 4.509 0.293
H 5.578 2.503 -1.894
H 5.713 2.226 -0.140
H 5.250 0.131 -1.464
H 3.711 0.841 -1.982
H 4.510 0.348 0.919
H 2.961 0.981 0.362
H 4.061 -1.776 -0.357
H 3.665 -1.634 2.072
H 2.053 -0.971 1.791
H 1.936 -3.420 2.255
H 3.049 -3.727 0.914
H -0.213 -2.950 1.885
H -0.138 -1.535 0.812
H -0.647 -5.277 -0.387
H -3.979 -3.330 -1.561
H -3.804 -1.023 -2.140
H -6.024 2.678 -1.310
H -4.567 3.277 -2.143
H -5.890 2.552 -3.085
H -3.926 4.661 0.617
H -2.834 3.583 1.521
H -2.647 3.763 -0.243
H -2.314 1.610 4.225
H -2.838 -0.026 3.759
H -1.276 0.616 3.174
H -2.155 -1.028 1.800
H 0.653 -2.760 -1.615
H 2.296 -3.363 -1.349
H 1.280 -0.560 -0.658
H 2.371 -0.995 -1.972
```

Output
Energy   -36007.8618 eV
E_LUMO   0.57 eV
Structure (SMILES)   COCCCC1CCN(Cc2cn[nH]c2-c2cc(OC)c(OC)c(OC)c2)CC1

Atom charges from the Löwdin analysis, given in e for atoms 1 to 2: -0.121 -0.194


Record 2
Molecular formula: C3H10N2O
Method: DFT, the ωB97M-V functional and the def2-TZVPD basis

Structure (XYZ):
```
16
C3H10N2O (the ωB97M-V functional and the def2-TZVPD basis)
H -0.085 3.152 1.287
N -0.544 2.249 1.292
C 0.214 1.265 1.133
N -0.266 -0.038 1.198
C 0.119 -0.880 0.064
C -0.734 -2.125 0.094
H 1.295 1.164 1.019
H -1.264 -0.087 1.348
H 1.159 -1.159 0.236
H 0.074 -0.399 -0.909
H -0.656 -2.525 1.092
H -0.452 -2.873 -0.656
H -1.764 -1.883 -0.142
O 0.770 1.093 -2.538
H 0.610 2.051 -2.572
H 1.522 0.995 -1.946
```

Output
Energy   -8300.3465 eV
E_LUMO   0.72 eV
Structure (SMILES)   [H]/N=C/NCC.O

Atom charges from the Löwdin analysis, given in e for atoms 1 to 2: 0.035 0.090


Record 3
Molecular formula: C24H20AsBrN4O4S10SbW
Method: DFT, the ωB97M-V functional and the def2-TZVPD basis

Structure (XYZ):
```
66
C24H20AsBrN4O4S10SbW (the ωB97M-V functional and the def2-TZVPD basis)
W -2.136 -0.220 1.903
S -1.284 4.061 3.036
As -1.812 2.298 3.971
S -3.557 1.394 2.926
S -0.409 0.549 3.023
S -1.700 1.865 5.973
C 0.838 -2.779 4.166
O 1.156 -2.153 2.932
C 2.299 -2.501 2.319
C 3.188 -3.460 2.778
C 4.355 -3.701 2.059
Br 5.554 -5.025 2.704
C 4.671 -3.009 0.917
C 3.775 -2.036 0.457
C 2.590 -1.805 1.134
O 1.676 -0.868 0.717
C 4.147 -1.248 -0.730
N 5.060 -1.591 -1.598
C 5.112 -0.540 -2.498
C 5.904 -0.375 -3.635
C 5.754 0.786 -4.367
C 4.832 1.776 -3.988
C 4.037 1.629 -2.869
C 4.198 0.457 -2.137
N 3.584 -0.023 -1.002
H 1.622 -2.593 4.905
H 0.679 -3.849 4.027
H -0.092 -2.321 4.494
H 2.978 -4.026 3.672
H 5.585 -3.186 0.371
H 1.504 -1.012 -0.222
H 6.610 -1.142 -3.924
H 6.355 0.939 -5.253
H 4.742 2.672 -4.589
H 3.323 2.389 -2.577
H 2.904 0.445 -0.422
O -6.346 -0.999 0.184
C -6.306 -0.052 -0.765
C -7.473 0.096 -1.524
C -7.544 1.027 -2.534
C -6.449 1.841 -2.824
C -5.300 1.704 -2.079
C -5.204 0.771 -1.040
C -3.957 0.713 -0.252
O -3.895 -0.141 0.730
N -2.982 1.508 -0.559
N -1.852 1.323 0.240
C -0.902 2.125 -0.109
S -1.200 3.290 -1.392
C 0.487 3.957 -1.396
C 1.043 3.829 0.007
S 0.708 2.141 0.560
H -5.460 -1.142 0.560
H -8.306 -0.554 -1.290
H -8.457 1.119 -3.110
H -6.500 2.572 -3.620
H -4.438 2.326 -2.277
H 0.420 4.999 -1.708
H 1.099 3.406 -2.111
H 0.556 4.514 0.701
H 2.123 3.973 0.042
S -0.846 -5.039 1.817
Sb -2.454 -3.564 1.321
S -2.785 -2.014 3.210
S -1.385 -1.625 0.189
S -4.435 -3.902 0.356
```

Output
Net charge   -1
Energy   -286967.4256 eV
E_LUMO   -0.32 eV

Atom charges from the Löwdin analysis, given in e for atoms 1 to 2: 0.566 -0.004


Record 4
Molecular formula: C51H72Br6F2NO22Pb
Method: DFT, the ωB97M-V functional and the def2-TZVPD basis

Structure (XYZ):
```
155
C51H72Br6F2NO22Pb (the ωB97M-V functional and the def2-TZVPD basis)
Pb 4.936 1.843 -2.744
C -3.252 1.384 -1.052
C -1.914 1.481 -0.148
C -2.274 1.460 1.354
C -2.698 0.077 1.891
C -1.654 -0.939 1.646
C -1.264 -1.009 0.087
N -0.958 0.362 -0.441
O -0.364 0.330 -1.832
C -2.376 -1.747 -0.712
C 0.008 -1.883 0.163
C -1.307 2.857 -0.214
H -3.743 0.413 -1.121
H -3.335 1.683 -2.097
H -4.041 2.116 -0.875
H -3.182 2.034 1.540
H -1.582 1.847 2.102
H -3.649 -0.296 1.512
H -2.768 0.190 2.973
H -2.092 -1.912 1.870
H -0.743 -0.769 2.220
H -2.295 -2.742 -0.273
H -2.423 -1.762 -1.801
H -3.420 -1.544 -0.473
H -0.191 -2.764 0.773
H 0.771 -1.374 0.751
H 0.384 -2.234 -0.798
H -0.712 2.995 -1.116
H -0.564 3.047 0.560
H -1.968 3.717 -0.108
C -3.644 -10.137 0.942
C -4.746 -9.968 -0.188
C -4.187 -10.195 -1.527
O -5.143 -11.046 -2.195
C -5.934 -11.567 -1.293
O -6.940 -12.245 -1.486
O -5.732 -11.040 -0.100
H -2.976 -10.979 0.758
H -3.958 -10.275 1.976
H -3.027 -9.238 0.929
H -5.328 -9.047 -0.161
H -3.200 -10.655 -1.573
H -4.205 -9.245 -2.060
C -2.425 -4.831 -8.694
C -1.396 -4.104 -9.638
C -0.942 -2.751 -9.060
O 0.433 -2.751 -9.382
C 0.857 -4.011 -9.656
O 2.022 -4.226 -9.934
O -0.191 -4.836 -9.694
H -3.038 -4.055 -8.235
H -1.998 -5.269 -7.792
H -2.874 -5.704 -9.166
H -1.670 -3.900 -10.673
H -0.979 -2.602 -7.981
H -1.316 -1.876 -9.592
C 5.683 4.189 7.088
C 6.332 3.460 5.891
C 5.721 2.126 5.540
O 5.221 2.292 4.198
C 5.394 3.576 3.838
O 4.998 4.006 2.755
O 6.169 4.282 4.758
H 4.599 4.162 6.983
H 6.076 5.190 6.912
H 6.021 3.842 8.064
H 7.403 3.355 6.067
H 4.892 1.936 6.221
H 6.485 1.351 5.594
C -1.942 -1.791 10.904
C -2.162 -3.306 11.163
C -2.885 -4.204 10.112
O -1.894 -5.033 9.596
C -0.760 -4.939 10.336
O 0.291 -5.568 10.233
O -0.898 -3.829 11.129
H -2.951 -1.400 11.037
H -1.462 -1.620 9.941
H -1.261 -1.342 11.628
H -2.596 -3.277 12.163
H -3.232 -3.687 9.217
H -3.682 -4.757 10.609
C 2.161 10.964 0.173
C 2.665 10.948 -1.252
C 4.141 11.064 -1.426
O 4.529 10.079 -2.265
C 3.584 9.207 -2.383
O 3.699 8.112 -2.921
O 2.493 9.642 -1.731
H 1.753 11.942 0.429
H 2.892 10.737 0.950
H 1.397 10.206 0.343
H 2.167 11.622 -1.949
H 4.714 11.009 -0.501
H 4.271 11.953 -2.043
C 7.237 -7.409 0.986
C 8.184 -6.902 -0.133
C 8.029 -7.494 -1.501
O 7.398 -6.463 -2.256
C 7.535 -5.301 -1.626
O 7.212 -4.206 -2.015
O 8.109 -5.493 -0.495
H 7.313 -8.480 1.173
H 6.224 -7.154 0.674
H 7.361 -6.934 1.959
H 9.194 -7.161 0.185
H 7.412 -8.390 -1.430
H 8.954 -7.914 -1.897
C -3.266 7.015 -8.263
C -1.886 7.739 -7.984
C -0.630 6.988 -8.604
O -0.098 8.124 -9.249
C -0.881 9.189 -9.331
O -0.668 10.227 -9.889
O -2.009 8.942 -8.710
H -3.294 6.417 -9.173
H -3.962 7.820 -8.498
H -3.502 6.406 -7.390
H -1.725 7.946 -6.927
H -0.869 6.359 -9.462
H -0.061 6.552 -7.782
F 5.153 -14.536 -3.139
C 4.607 -13.335 -2.958
C 4.515 -12.421 -3.990
C 3.720 -11.311 -3.800
C 3.244 -11.039 -2.505
C 3.384 -11.916 -1.426
C 4.234 -13.012 -1.617
H 4.696 -12.793 -4.988
H 3.602 -10.571 -4.577
H 2.789 -10.066 -2.395
H 2.937 -11.609 -0.492
H 4.360 -13.614 -0.729
F 1.141 9.096 6.313
C 0.273 9.889 6.835
C -1.113 9.733 6.576
C -1.987 10.684 7.053
C -1.440 11.817 7.734
C -0.074 12.064 7.831
C 0.828 11.031 7.442
H -1.505 8.872 6.054
H -3.056 10.572 7.164
H -2.003 12.682 8.055
H 0.305 13.056 8.029
H 1.906 11.075 7.494
C -6.534 11.976 0.852
Br -6.000 10.020 1.156
Br -6.322 12.604 -1.007
Br -5.607 13.279 1.966
H -7.590 12.072 1.103
C -10.836 -2.350 -3.047
Br -11.352 -4.194 -3.243
Br -12.515 -1.139 -3.013
Br -9.716 -1.617 -4.474
H -10.174 -2.232 -2.189
```

Output
Net charge   +1
Energy   -531507.3379 eV
E_LUMO   -6.43 eV

Atom charges from the Löwdin analysis, given in e for atoms 1 to 2: 0.679 0.003


- E_LUMO of number 3 (C24H20AsBrN4O4S10SbW)?
  -0.32 eV